# 1
20
Properties=species:S:1:pos:R:3:forces:R:3 method="wB97M-V/def2-TZVPD" e_above_lowest_ev=1.742 energy_ev=-36303.7342 homo_lumo_gap_ev="6.18 / 5.84" multiplicity=1 lumo_ev="-1.3 / -1.6" homo_energy_ev="-7.51 / -7.41"
P 3.675872 1.121074 0.633413 0.6 0.3 0.3
P -2.918922 1.198970 0.970207 -1.7 -1.1 -0.2
P -1.914582 1.122672 -0.970459 1.4 0.7 -0.3
C 2.398610 1.927173 -0.206276 -1.4 -2.6 0.0
C -0.289186 -2.462620 0.205509 1.3 -0.6 0.7
C 0.728962 0.150873 -0.299417 -4.0 -4.4 0.9
C 1.175474 1.423258 -0.595008 2.9 1.6 0.7
C 1.081510 -2.216747 0.421313 -2.7 0.5 -0.1
C 1.509789 -0.939177 0.217176 -0.3 1.4 -1.2
C -1.145297 -1.503639 -0.226500 -1.9 0.7 -0.6
C -0.714836 -0.174094 -0.459307 1.7 -0.4 -0.2
H -1.847740 1.636779 1.688712 1.2 0.4 0.3
H 2.559316 2.873957 -0.558405 0.7 2.6 -0.6
H 1.640445 -3.005839 0.841169 1.0 -0.5 0.2
H -3.445375 2.484853 0.833983 -0.2 0.4 -0.1
H -0.718751 -3.394479 0.510897 0.0 -0.6 -0.2
H -2.666730 0.306595 -1.811781 -0.7 -0.4 0.3
H 0.577607 2.085298 -1.152248 -0.9 0.5 -0.6
H 2.538697 -0.743366 0.328047 1.3 0.1 0.3
H -2.224858 -1.891545 -0.371019 1.7 1.4 0.2

***

# 2
75
Properties=species:S:1:pos:R:3:forces:R:3 method="wB97M-V/def2-TZVPD" total_charge=+1 e_above_lowest_ev=2.193 energy_ev=-59475.1567 homo_lumo_gap_ev="8.50 / 8.44" multiplicity=4 lumo_ev="-3.7 / -3.8" homo_energy_ev="-12.23 / -12.26"
V -0.754569 -1.885924 -0.525891 0.4 2.0 1.2
O -0.088701 1.916780 0.267857 0.8 -0.5 0.0
O 0.703675 -1.098726 3.204488 0.2 -0.8 -0.2
O -2.233657 -0.310939 -0.174306 -0.2 -0.6 -0.8
O 6.389653 0.410771 -1.746067 0.5 -0.6 -0.1
O -1.301240 -2.629685 1.479932 0.2 -0.2 0.7
O 0.574225 -0.696839 0.451659 -0.6 -0.6 -0.2
O -0.274227 -0.837997 -2.419855 -0.3 -0.9 0.8
C -0.457244 -1.016461 -3.862213 0.0 1.0 0.5
C -3.258085 1.635085 -1.161211 0.5 -0.5 -0.3
C 0.548849 4.127435 0.825896 0.0 0.1 -0.2
C -1.771346 -4.232517 3.230242 0.1 0.6 -0.9
C 1.394171 0.397793 4.983854 -0.4 1.1 -0.7
C 0.975886 2.865924 0.082266 -0.9 0.5 0.4
C 0.615767 0.240212 3.682968 -0.5 0.4 -0.2
C -3.247314 -2.228139 2.893505 -0.6 0.3 0.1
C -0.864322 0.611967 3.796638 0.1 -0.7 -0.6
C 4.109265 0.917254 -1.241516 -0.1 -0.1 1.3
C 1.132480 3.154177 -1.402389 -0.4 0.4 0.5
C 5.116645 -0.183765 -1.674169 -1.6 1.4 -0.5
C -3.351279 0.110935 -1.018752 -0.1 1.0 0.6
C -4.639932 -0.332532 -0.333920 0.3 -0.2 0.0
C -0.840968 0.379754 -4.433345 0.1 -1.4 -0.9
C -2.423896 -3.282232 2.191035 0.7 -0.5 -0.1
C 4.746599 -0.695679 -3.067518 0.3 0.6 0.6
C 0.738840 -1.753457 -4.418929 -0.4 -0.4 -0.5
H -4.193985 -2.641034 3.249650 0.0 -0.1 -0.1
H -3.482091 -1.364909 2.272178 0.0 -0.2 -0.3
H -0.391716 4.473443 0.390452 0.1 0.1 -0.1
H 1.217409 2.228116 -1.971149 0.5 0.1 -0.1
H -2.350841 1.946241 -1.684286 0.0 -0.3 -0.2
H 0.758788 -1.104476 2.225503 -0.1 0.5 0.3
H 0.224281 3.655807 -1.748141 0.0 -0.1 0.0
H -4.856741 0.308402 0.523305 -0.1 0.2 -0.2
H -4.516706 -1.332140 0.084939 0.0 -0.1 -0.2
H 4.375567 1.929177 -1.544582 0.1 -0.2 -0.5
H -1.333157 -1.656414 -3.983128 0.0 -0.1 0.4
H 0.349027 3.972279 1.885553 0.2 -0.3 0.0
H 3.050985 0.732482 -1.451585 0.2 -0.2 -0.4
H 1.176927 -0.412200 5.672307 0.3 -0.1 0.0
H 1.906450 2.500699 0.532428 0.0 -0.2 -0.2
H 6.649060 0.803944 -0.908080 -0.1 -0.1 0.1
H 1.009161 0.910344 2.908281 0.3 0.0 0.2
H 0.468366 -2.135700 -5.408095 0.2 0.4 -0.2
H 0.335370 1.026270 0.329365 -0.9 0.3 0.0
H 1.302029 4.911552 0.725095 -0.1 0.0 0.0
H -4.113643 1.972201 -1.744154 -0.1 0.3 0.4
H 5.418356 -1.486876 -3.389635 -0.2 -0.1 -0.1
H -0.058450 0.796956 -5.065795 0.1 0.2 0.3
H 2.443678 0.591057 4.766141 0.2 -0.7 0.2
H 4.977529 -0.961017 -0.916520 0.7 -0.3 -0.1
H 1.067099 1.345242 5.423717 -0.1 -0.2 0.2
H 1.656581 -1.172487 -4.468294 0.0 0.1 0.0
H -1.254498 0.482568 2.780145 -0.2 0.2 0.1
H 1.476267 -0.391545 0.530825 0.5 -0.5 -0.5
H -1.373398 -0.130274 4.414921 0.0 0.3 0.3
H -1.684178 0.192321 -5.101867 0.0 0.3 0.0
H 4.137362 0.959382 -0.142713 0.1 0.1 0.0
H -3.255906 -0.312459 -2.019743 0.3 -0.5 0.2
H 0.130947 0.008561 -2.188005 0.0 0.0 -0.2
H -2.220302 0.322909 0.558343 0.6 -0.2 0.0
H -1.167497 1.066341 -3.659789 0.1 0.1 0.1
H 0.909987 -2.677182 -3.861148 0.1 0.2 0.3
H -5.475660 -0.353806 -1.032421 -0.1 0.2 0.1
H -0.912201 -4.760519 2.812631 -0.1 0.1 -0.2
H -3.134007 2.106906 -0.183448 -0.6 0.1 0.0
H -1.053564 1.637352 4.104382 0.1 0.0 0.2
H 4.820330 0.146968 -3.756728 0.1 -0.1 -0.1
H -0.704294 -2.451311 2.238646 0.3 0.6 -0.7
H -2.422520 -5.004807 3.628558 -0.3 0.3 0.2
H 1.941457 3.873683 -1.533692 0.2 -0.4 -0.4
H -2.932130 -3.799601 1.375372 -0.4 0.0 0.3
H 3.698977 -0.993224 -3.036028 0.1 -0.4 -0.1
H -1.395163 -3.533848 3.980835 0.0 -0.5 0.5
H -2.758618 -1.808572 3.775192 0.3 -0.3 -0.1